Density functional theory data (ωB97M-V with the def2-TZVPD basis set) for C30H20BrN4OPd as an isolated structure at a distorted geometry.

```
57
Properties=species:S:1:pos:R:3:forces:R:3
Pd -2.5737 -2.5076 -0.0507 0.762 0.080 0.042
C 6.2130 8.4927 0.1532 -0.357 1.449 0.035
O 6.4240 7.0974 0.1185 -0.048 -1.384 -0.039
C 5.4500 6.2350 0.0856 -0.110 0.046 0.000
C 5.8231 4.8576 0.0555 0.001 -0.275 -0.005
C 4.8689 3.8851 0.0242 0.381 0.354 0.012
C 3.4895 4.2125 0.0210 0.051 -0.183 -0.002
C 3.1196 5.5801 0.0458 0.163 0.325 0.009
C 4.0673 6.5648 0.0778 -0.289 0.122 -0.001
C 2.4954 3.1862 -0.0002 -0.006 -0.049 0.002
N 1.1772 3.3615 -0.0055 -0.245 0.609 0.009
C 0.6190 2.1437 -0.0173 1.256 -0.730 -0.001
C 1.6394 1.1615 -0.0195 -0.663 0.708 0.002
N 2.8031 1.8429 -0.0098 0.143 -0.045 -0.001
C 1.3830 -0.2303 -0.0281 -0.404 -0.578 -0.005
C 2.3823 -1.2140 -0.0288 -0.390 -0.152 -0.005
C 2.0117 -2.5368 -0.0400 -0.020 0.228 -0.002
C 0.6529 -2.8431 -0.0528 0.199 -0.146 -0.005
N -0.3078 -1.9339 -0.0494 -0.642 -0.174 0.002
C 0.0190 -0.6271 -0.0355 0.711 0.073 0.003
C -1.0438 0.3633 -0.0306 -0.304 0.636 -0.002
N -2.3183 -0.0868 -0.0331 -0.039 -0.534 -0.017
C -3.3096 0.7928 -0.0333 0.096 0.035 -0.001
C -3.1070 2.1745 -0.0315 0.211 -0.010 0.007
C -1.8205 2.6628 -0.0251 -0.084 -0.341 0.000
C -0.7572 1.7508 -0.0244 -0.340 -0.504 -0.002
H 7.2014 8.9539 0.1735 -0.204 -0.173 -0.007
H 5.6510 8.7852 1.0469 0.159 -0.156 -0.064
H 5.6653 8.8325 -0.7326 0.160 -0.160 0.057
H 6.8751 4.6154 0.0597 0.081 -0.004 -0.001
H 5.1972 2.8583 0.0020 0.069 -0.076 -0.001
H 2.0708 5.8323 0.0407 -0.087 0.036 0.001
H 3.7649 7.6005 0.0979 -0.040 0.047 0.001
H 3.7308 1.4488 -0.0093 -0.099 0.005 0.003
H 3.4254 -0.9436 -0.0216 0.162 0.031 0.002
H 2.7457 -3.3261 -0.0404 0.027 -0.088 -0.005
H 0.3512 -3.8785 -0.0687 0.009 0.070 -0.004
H -4.3182 0.3983 -0.0349 0.022 0.006 -0.002
H -3.9543 2.8378 -0.0338 -0.143 0.084 0.002
H -1.6071 3.7201 -0.0208 -0.029 0.122 -0.002
Br -5.2608 -2.4768 -0.0379 -0.230 -0.685 -0.002
C -5.4504 -4.3926 -0.0349 0.724 0.204 0.000
C -6.7302 -4.9245 -0.0344 -0.304 -0.246 0.003
C -6.8985 -6.3065 -0.0332 -0.210 0.654 -0.003
C -5.7922 -7.1416 -0.0353 0.547 -0.167 -0.003
C -4.4831 -6.6144 -0.0338 -0.145 0.332 0.001
C -3.3548 -7.4569 -0.0353 -0.686 -0.104 0.000
C -2.0787 -6.9253 -0.0312 0.589 0.756 0.024
C -1.8937 -5.5458 -0.0166 0.226 -0.598 -0.011
C -2.9673 -4.6591 -0.0263 -0.375 0.886 -0.008
C -4.2848 -5.1910 -0.0322 -0.142 0.052 -0.010
H -7.5914 -4.2717 -0.0349 -0.045 0.012 0.000
H -7.8976 -6.7199 -0.0320 -0.002 -0.009 -0.003
H -5.9379 -8.2140 -0.0399 0.063 -0.046 0.006
H -3.4865 -8.5291 -0.0343 -0.081 -0.103 -0.012
H -1.2175 -7.5726 -0.0347 0.090 -0.150 0.011
H -0.8767 -5.1790 0.0028 -0.137 -0.089 -0.009
```
Forces are in eV/Å.

- Orbital gap (spin up / spin down): 0.267 / 0.178 Ha
- Multiplicity: 5
- Charge: +3
- Relative energy (zero: lowest compared OMol25 entry of this formula, charge and spin): 18.0 kcal/mol

Here are the natural (NBO) charges for atoms 1 to 8, given in e: atom 1 (Pd): 1.088, atom 2 (C): -0.282, atom 3 (O): -0.354, atom 4 (C): 0.452, atom 5 (C): -0.180, atom 6 (C): -0.165, atom 7 (C): -0.010, atom 8 (C): -0.053

=====

Density functional theory data (ωB97M-V with the def2-TZVPD basis set) for C30H20F2IIrN2O2Se as an isolated structure at a distorted geometry.

```
59
Properties=species:S:1:pos:R:3:forces:R:3
Ir -0.5259 -0.1624 -1.0435 -0.354 0.355 0.854
F 4.7458 1.1769 -0.5831 -0.025 -0.020 -0.008
C 3.8112 0.2055 -0.6861 -0.011 -0.021 0.074
C 2.4831 0.5513 -0.7799 -0.042 0.088 0.077
C 1.5173 -0.4497 -0.8880 -0.326 -0.221 -1.028
C 1.9248 -1.8049 -0.8568 0.123 0.134 0.098
C 3.2872 -2.0852 -0.7867 -0.100 0.039 0.063
F 3.7370 -3.3655 -0.7958 -0.015 -0.007 0.004
C 4.2502 -1.1056 -0.7037 0.058 0.022 -0.012
C 0.8493 -2.7938 -0.8577 -0.176 -0.199 -0.080
C 1.0041 -4.1747 -0.7333 0.034 0.101 -0.013
C -0.1094 -4.9926 -0.7319 -0.067 0.002 0.000
C -1.3655 -4.4269 -0.8638 0.042 -0.091 0.008
C -1.4617 -3.0559 -0.9789 -0.049 0.107 0.111
N -0.3901 -2.2545 -0.9617 0.004 0.030 -0.006
H 2.2103 1.5977 -0.7776 0.048 0.003 -0.062
H 5.2993 -1.3562 -0.6493 -0.003 -0.004 0.005
H 1.9895 -4.5949 -0.6324 0.016 0.000 -0.012
H 0.0085 -6.0637 -0.6268 -0.003 0.000 -0.003
H -2.2671 -5.0224 -0.8751 0.003 -0.003 0.017
H -2.4178 -2.5618 -1.0787 0.029 -0.041 0.001
C -2.1406 4.0589 2.1388 0.002 -0.004 0.005
C -2.2888 4.4716 0.8209 -0.007 0.008 -0.009
C -1.7206 3.7445 -0.2114 -0.137 -0.043 -0.007
C -0.9827 2.5875 0.0495 -0.182 0.004 -0.034
C -0.8366 2.1849 1.3751 0.159 0.075 0.015
C -1.4129 2.9081 2.4064 0.002 -0.010 0.006
N -0.4209 1.8375 -1.0036 0.128 -0.202 0.068
C 0.2942 2.5472 -1.9690 0.189 0.048 0.046
C 0.5079 2.0131 -3.2486 -0.073 0.053 0.046
C 1.3147 2.6625 -4.1675 0.018 0.051 -0.012
C 1.9234 3.8721 -3.8602 -0.003 -0.038 -0.023
C 1.7135 4.4182 -2.6007 -0.005 0.012 0.024
C 0.9185 3.7728 -1.6699 0.034 0.004 0.012
H -2.5904 4.6242 2.9453 0.001 0.001 0.000
H -2.8654 5.3598 0.5911 -0.001 0.002 0.003
H -1.8622 4.0535 -1.2398 0.012 0.002 0.015
H -0.2619 1.2930 1.5882 -0.001 0.046 0.005
H -1.2874 2.5671 3.4271 -0.004 0.002 0.002
H 0.0171 1.0903 -3.5126 -0.032 -0.064 0.003
H 1.4562 2.2175 -5.1455 0.003 0.003 0.000
H 2.5460 4.3803 -4.5857 0.005 -0.008 0.002
H 2.1904 5.3527 -2.3287 -0.005 0.004 0.001
H 0.7983 4.2017 -0.6834 0.010 0.006 -0.035
Se -2.2197 -0.4190 -2.6747 0.696 -0.132 -0.210
I 0.3411 -3.6961 5.9500 -0.022 0.013 -0.044
C -0.6505 -2.8335 4.3158 0.005 -0.008 0.020
C -2.0158 -3.0275 4.1671 0.001 -0.024 0.022
C -2.6629 -2.4569 3.0819 0.027 -0.015 -0.034
C -1.9665 -1.6806 2.1619 0.025 -0.003 0.044
C -0.6003 -1.4958 2.3358 -0.044 -0.001 0.017
C 0.0680 -2.0779 3.4042 0.048 -0.002 0.019
C -2.7184 -1.0779 0.9835 -0.136 0.029 -0.064
O -3.8013 -1.5711 0.6881 -0.014 -0.021 0.030
O -2.1609 -0.0724 0.4122 0.117 -0.075 -0.015
H -2.5652 -3.6216 4.8851 -0.003 0.005 -0.001
H -3.7223 -2.6087 2.9234 -0.006 0.007 0.000
H -0.0496 -0.9010 1.6185 0.015 -0.003 -0.004
H 1.1347 -1.9398 3.5217 -0.004 0.003 0.000
```
Forces are in eV/Å.

- Orbital gap (spin up / spin down): 0.211 / 0.211 Ha
- Multiplicity: 2
- Charge: -1
- Relative energy (zero: lowest compared OMol25 entry of this formula, charge and spin): 32.9 kcal/mol

Here are the natural (NBO) charges for atoms 1 to 8, given in e: atom 1 (Ir): 0.843, atom 2 (F): -0.331, atom 3 (C): 0.425, atom 4 (C): -0.332, atom 5 (C): -0.204, atom 6 (C): -0.160, atom 7 (C): 0.423, atom 8 (F): -0.339